Entry 1:
The following is a DFT calculation (wB97M-V/def2-TZVPD) of a structure of composition C47H46LuN7O6S4 at a distorted geometry.

XYZ file:
```
111
Properties=species:S:1:pos:R:3:forces:R:3
Lu 5.1673 0.1408 23.6274 1.5 -0.2 0.0
C 7.5563 -1.7653 22.1654 0.7 -1.0 -0.1
O 6.1822 -1.4257 22.1163 -1.1 0.3 -0.6
C 5.4023 -2.2742 21.3541 0.6 -0.8 0.0
C 5.9804 -3.1889 20.4634 -0.4 0.0 0.2
C 5.2132 -4.2306 19.9466 -0.7 0.8 0.6
C 3.8609 -4.3009 20.2737 -0.5 0.3 -0.3
C 3.2501 -3.2918 21.0407 0.6 -1.5 -1.1
C 4.0286 -2.3166 21.6024 0.2 0.7 0.6
N 3.5086 -1.3009 22.4590 0.1 0.6 0.3
N 2.2588 -1.2261 22.4626 -0.1 0.6 0.1
C 1.5734 -0.2204 23.1532 0.7 -0.2 -0.2
C 2.1085 0.6681 24.1197 -0.7 0.5 0.4
O 3.3347 0.7732 24.4730 -0.1 -0.4 -0.3
C 1.1843 1.5502 24.8306 -0.2 -0.4 -0.9
C -0.1249 1.6134 24.4684 0.8 0.1 0.1
C -0.6251 0.8098 23.3935 -1.0 0.6 1.1
C -1.9910 0.8703 23.0767 -0.1 0.2 -0.7
C -2.5018 0.1090 22.0795 0.0 -0.6 -0.6
C -1.6925 -0.8250 21.4048 0.1 -0.6 0.1
C -0.3720 -0.9972 21.7871 -0.8 0.9 -0.2
C 0.1842 -0.1188 22.7714 0.6 -1.4 -0.5
H 8.0373 -1.6198 21.2068 0.0 0.3 -0.2
H 7.6532 -2.8290 22.4348 -0.1 0.3 0.1
H 8.0077 -1.1410 22.9038 0.2 0.4 0.3
H 7.0199 -3.1394 20.1917 0.1 0.1 0.1
H 5.6697 -4.9533 19.3043 0.1 -0.3 -0.2
H 3.2395 -5.0970 19.8571 0.2 0.2 0.2
H 2.1861 -3.3164 21.1672 -0.2 0.1 0.3
H 1.6191 2.1694 25.6052 0.0 -0.1 0.1
H -0.7973 2.2873 24.9924 0.0 -0.1 -0.1
H -2.6689 1.5701 23.5101 -0.1 0.5 0.7
H -3.5333 0.1915 21.7880 -0.3 0.1 0.0
H -2.1918 -1.4501 20.6395 0.7 0.3 0.4
H 0.2515 -1.7338 21.3137 0.1 -0.1 0.0
S 5.4052 3.1160 23.3866 -0.1 0.0 -0.1
C 3.9277 3.5564 22.7263 0.8 -0.6 0.4
N 3.2899 4.6475 23.0997 -1.1 0.4 -0.3
C 1.9319 4.9347 22.6349 0.2 0.2 0.0
C 1.7339 4.4429 21.2276 0.0 0.8 0.0
N 2.1186 3.0627 21.1117 0.4 -0.6 0.1
C 1.3810 2.2347 20.1267 0.1 0.9 -0.3
C 1.8089 2.4851 18.6797 -0.1 -0.6 0.7
C 1.6508 3.6876 18.0352 0.3 1.2 -0.6
C 2.1239 3.8721 16.7247 0.0 -0.1 0.1
C 2.7275 2.8348 16.0367 -0.4 -1.4 0.8
C 2.8039 1.5643 16.6649 0.1 1.1 0.1
C 2.3674 1.4256 17.9885 0.4 -0.5 -1.2
C 3.3032 2.6718 21.6492 -0.4 -0.3 -0.6
S 4.1265 1.3478 21.0938 -0.3 0.0 0.2
C 3.7878 5.6070 24.0761 0.4 -0.2 0.5
C 4.3040 6.8766 23.4173 -0.4 -0.3 0.3
C 3.9969 8.1223 23.9617 -0.2 -0.7 0.6
C 4.4944 9.2779 23.3964 0.1 -0.2 -0.6
C 5.2141 9.1944 22.2161 0.8 -0.1 -0.7
C 5.5198 7.9596 21.6550 -0.2 -0.3 0.1
C 5.0709 6.7945 22.2741 0.4 -0.1 -0.8
H 1.8420 6.0196 22.6956 -0.3 0.0 -0.2
H 1.2151 4.4801 23.3173 -0.1 -0.1 0.1
H 2.3230 5.0817 20.5518 0.0 -0.2 0.0
H 0.6952 4.5356 20.9241 -0.1 0.0 0.1
H 0.3087 2.4558 20.2396 0.3 0.0 0.2
H 1.5546 1.2015 20.3782 0.0 -0.3 0.1
H 1.2401 4.5555 18.5517 -0.1 -0.3 -0.1
H 2.0405 4.8194 16.2086 -0.1 0.2 0.3
H 3.0777 2.9605 15.0213 0.1 0.1 0.0
H 3.2684 0.7411 16.1338 -0.1 0.0 0.1
H 2.4581 0.4620 18.4719 0.1 0.0 0.1
H 4.5699 5.0655 24.6190 0.0 0.4 0.0
H 2.9919 5.8476 24.8003 0.1 -0.1 -0.4
H 3.3593 8.1081 24.8506 0.3 0.4 -0.2
H 4.3426 10.2458 23.8076 -0.4 0.5 0.5
H 5.6151 10.0689 21.6953 -0.3 -0.1 0.4
H 6.1017 7.8858 20.7374 -0.1 0.1 0.2
H 5.3150 5.8240 21.8256 -0.1 0.3 0.3
C 0.8699 -2.8526 29.6030 -0.7 0.0 -0.3
C 1.9925 -2.3704 28.7313 0.4 -0.6 -0.2
C 1.8498 -2.0918 27.3782 0.0 -0.1 -0.2
C 2.9665 -1.8719 26.5761 -1.0 -0.1 0.3
C 4.2305 -1.8511 27.1113 -0.4 0.0 0.2
C 4.4076 -2.0763 28.4686 0.0 0.1 -0.5
C 3.2924 -2.3736 29.2238 0.5 0.6 0.8
S 5.5722 -1.5268 26.0617 0.3 1.5 -1.5
O 5.0932 -1.9477 24.7143 -0.1 -0.1 0.2
O 6.6995 -2.1955 26.6085 0.9 -0.8 0.5
N 5.7941 0.0252 25.8344 -0.7 -0.5 0.1
C 7.0187 0.6349 26.2606 1.0 0.1 0.0
C 7.9349 1.0233 25.0569 -1.2 -1.2 0.0
O 9.0056 1.5722 25.2335 0.1 0.3 -0.1
O 7.4470 0.6402 23.9063 -0.4 0.4 0.1
H -0.0971 -2.5556 29.1815 0.1 -0.1 0.0
H 0.8969 -2.4763 30.6182 0.2 0.2 0.2
H 0.8585 -3.9481 29.6889 0.1 0.2 -0.2
H 0.8818 -2.0960 26.8866 0.0 0.0 0.2
H 2.7893 -1.7692 25.5292 0.2 0.2 -0.6
H 5.4044 -2.0068 28.8828 -0.1 -0.2 0.2
H 3.4576 -2.4873 30.2816 -0.1 -0.3 0.3
H 7.6042 -0.0677 26.8675 0.0 0.3 0.1
H 6.8593 1.5524 26.8212 -0.1 0.1 0.3
S 7.6208 1.5242 20.2637 0.2 0.4 0.4
C 8.1448 2.7830 21.2724 0.2 -0.2 0.9
N 7.9195 4.0851 21.0465 -0.3 0.8 -0.5
C 8.3817 4.9929 22.0955 0.4 -0.3 -0.4
C 9.0449 4.0145 23.0725 -0.6 -1.0 0.9
N 8.8213 2.7140 22.4432 -0.3 -0.4 -1.1
H 7.4209 4.3596 20.2248 -0.1 0.1 -0.2
H 7.5586 5.5501 22.5427 0.0 0.1 0.0
H 9.1511 5.6701 21.7030 -0.4 0.1 0.0
H 8.6001 3.9864 24.1012 0.4 0.3 -0.9
H 10.1115 4.1822 23.1496 0.2 0.2 0.2
H 8.8053 1.8381 22.9436 0.1 0.0 0.3
```
Positions in Å, forces in eV/Å.

Computed properties:
Frontier orbital gap (eV): 6.3
Maximum force (eV/A): 2.151
Total charge: 0
Relative energy (zero: lowest compared OMol25 entry of this formula, charge and spin) (eV): 0.000

---

Entry 2:
The following is a DFT calculation (wB97M-V/def2-TZVPD) of a structure of composition C47H47NP2Ti at a distorted geometry.

XYZ file:
```
98
Properties=species:S:1:pos:R:3:forces:R:3
Ti 0.1772 0.1686 3.7101 -0.8 0.3 3.1
C -2.1288 -0.1233 4.5862 -0.3 -1.0 -1.4
C -1.8242 -0.3920 3.2383 -0.6 0.3 0.2
C -2.3044 0.5137 2.1226 -0.6 -0.1 -0.6
C -1.4302 1.7452 1.8163 -0.2 0.4 -0.9
C -0.3408 2.0530 2.8096 -0.3 0.6 0.3
C -0.6352 2.3470 4.1496 0.4 1.2 -1.4
C -2.0212 2.4632 4.6859 -0.9 0.1 0.8
C -2.7396 1.1440 5.0686 -0.4 0.4 0.8
C 1.5372 -0.5843 2.4563 0.9 -0.4 -1.0
H -2.3065 -1.0054 5.2007 0.6 0.3 0.2
H -1.5621 -1.4146 2.9578 -0.4 -0.2 0.1
H -3.3415 0.8429 2.3093 0.3 -0.1 0.3
H -2.4183 -0.0818 1.2081 0.1 0.2 0.4
H -1.0031 1.6681 0.8020 0.0 -0.1 0.4
H -2.0979 2.6188 1.7513 0.1 0.0 0.0
H 0.6261 2.3924 2.4218 -0.2 0.0 0.1
H 0.0470 3.0429 4.6337 0.0 -0.6 -0.1
H -2.6684 3.0548 4.0181 0.3 -0.3 -0.2
H -1.9866 3.0901 5.5945 0.1 -0.3 -0.3
H -2.8006 1.0829 6.1687 0.2 0.0 -0.3
H -3.8050 1.2174 4.7784 0.3 -0.2 -0.2
H 2.3081 -1.0211 3.1146 0.0 0.0 -0.5
H 1.9491 0.2641 1.8730 0.1 -0.6 0.1
H 1.0980 -1.3447 1.7820 0.4 0.2 0.2
P -0.1596 -1.8843 -4.6293 0.4 -0.7 -0.5
P 1.7084 0.6266 -5.0077 0.8 -0.1 -1.1
C -0.8202 -0.3565 -5.3581 0.6 1.6 0.4
C -0.0215 0.7354 -5.5330 -1.2 -1.2 0.5
C -0.8230 -3.1117 -5.8724 -0.1 -0.2 -0.2
C -1.9492 -2.8430 -6.6738 0.3 -0.6 0.1
C -2.4419 -3.8047 -7.5626 -0.1 0.0 -0.1
C -1.8003 -5.0370 -7.7127 0.4 0.3 0.4
C -0.6198 -5.2782 -6.9910 -0.2 0.1 0.0
C -0.1270 -4.3260 -6.0853 -0.7 0.3 -0.1
C -1.2048 -2.0235 -3.1277 -0.3 -0.1 0.1
C -0.8644 -1.1789 -2.0515 -0.3 -0.3 0.0
C -1.5342 -1.2861 -0.8337 -0.1 -0.3 -0.3
C -2.5504 -2.2419 -0.6688 0.3 0.3 -0.2
C -2.8929 -3.0677 -1.7399 0.0 -0.2 0.1
C -2.2150 -2.9795 -2.9588 0.1 0.3 0.2
C 2.4002 1.2601 -6.6267 -0.1 0.2 0.1
C 2.2793 0.4413 -7.7696 0.3 0.6 0.1
C 2.7911 0.8869 -8.9931 0.0 0.1 0.2
C 3.4089 2.1436 -9.0945 -0.2 -0.1 0.4
C 3.4760 2.9716 -7.9692 0.0 -0.2 0.0
C 2.9807 2.5343 -6.7366 -0.1 -0.5 -0.5
C 1.9182 2.0897 -3.9575 0.2 0.0 0.5
C 3.0989 2.1596 -3.1828 -0.6 0.2 -0.3
C 3.3163 3.2552 -2.3534 -0.1 0.1 0.1
C 2.3482 4.2657 -2.2532 -0.1 -0.3 -0.3
C 1.1806 4.1878 -3.0234 0.2 0.0 0.3
C 0.9577 3.0911 -3.8556 0.2 0.3 0.2
H -1.8981 -0.2959 -5.4960 0.1 0.2 -0.3
H -0.4077 1.6785 -5.9379 0.0 -0.4 0.0
H -2.4393 -1.8785 -6.6138 -0.1 -0.2 0.0
H -3.3430 -3.5851 -8.1490 0.4 -0.1 0.3
H -2.2069 -5.7977 -8.3829 0.2 0.3 0.2
H -0.0883 -6.2241 -7.1373 -0.2 0.4 0.1
H 0.7924 -4.5195 -5.5362 -0.2 0.0 0.0
H -0.0575 -0.4530 -2.1575 -0.1 -0.1 0.0
H -1.2443 -0.6358 -0.0122 0.0 -0.2 -0.3
H -3.0551 -2.3409 0.2948 0.1 0.0 -0.3
H -3.6905 -3.8072 -1.6182 0.3 0.2 0.0
H -2.4579 -3.6655 -3.7712 0.0 0.2 0.2
H 1.7652 -0.5197 -7.6954 0.2 0.2 0.0
H 2.7113 0.2518 -9.8764 0.0 0.2 0.2
H 3.8387 2.4752 -10.0407 -0.2 -0.1 0.2
H 3.9242 3.9635 -8.0352 -0.1 -0.3 -0.1
H 3.0263 3.1848 -5.8654 0.1 -0.1 -0.2
H 3.8244 1.3464 -3.2349 -0.1 0.2 0.0
H 4.2379 3.3173 -1.7687 -0.3 0.0 -0.1
H 2.4986 5.0980 -1.5656 0.0 -0.2 -0.3
H 0.4299 4.9756 -2.9592 0.2 -0.2 0.0
H 0.0240 3.0089 -4.4113 0.3 0.2 0.1
C 1.0805 2.7996 8.7677 -0.2 0.5 0.0
C 1.3272 3.1284 7.4280 0.4 -0.2 0.2
C 1.2809 2.1435 6.4514 0.0 0.2 -0.4
C 0.8808 0.8364 6.7517 0.0 -0.6 0.2
C 0.7986 0.4923 8.1154 -0.3 0.0 0.7
C 0.7776 1.4765 9.1019 0.7 0.4 -0.6
N 0.5844 -0.0694 5.7319 0.5 0.0 0.0
C 0.2629 -1.3911 6.1302 0.4 0.2 0.5
C 1.0270 -2.4443 5.6111 -0.6 0.2 0.0
C 0.6720 -3.7598 5.9103 -0.1 0.0 0.1
C -0.3497 -4.0328 6.8176 0.1 -0.1 0.2
C -1.0072 -2.9815 7.4707 0.1 0.5 -0.4
C -0.7356 -1.6609 7.0948 -0.3 -0.6 -0.2
H 1.1744 3.5738 9.5409 -0.3 -0.4 -0.4
H 1.5948 4.1484 7.1353 0.0 -0.3 0.2
H 1.5290 2.3585 5.4026 0.0 0.0 0.8
H 0.7160 -0.5499 8.4460 -0.1 0.6 -0.3
H 0.5605 1.2114 10.1305 0.2 -0.1 0.0
H 1.8838 -2.1879 4.9814 -0.3 -0.3 0.2
H 1.2290 -4.5667 5.4506 -0.1 -0.1 0.0
H -0.6205 -5.0677 7.0482 0.2 0.4 0.0
H -1.7256 -3.1765 8.2708 0.1 0.0 -0.4
H -1.2939 -0.8291 7.5458 0.3 -0.5 -0.3
```
Positions in Å, forces in eV/Å.

Computed properties:
Frontier orbital gap (alpha / beta) (eV): 6.6 / 6.7
Maximum force (eV/A): 3.248
Total charge: 0
Multiplicity: 3
Relative energy (zero: lowest compared OMol25 entry of this formula, charge and spin) (eV): 0.000

---

Entry 3:
The following is a DFT calculation (wB97M-V/def2-TZVPD) of a structure of composition C47H48AgBrN4O4Si at a distorted geometry.

XYZ file:
```
106
Properties=species:S:1:pos:R:3:forces:R:3
Ag 0.8428 -0.6177 -0.8064 -0.3 1.4 0.8
C 4.7183 -0.8986 -0.5599 -1.1 0.1 -2.4
O 3.5634 -0.0172 -0.7022 0.2 -0.8 0.3
C 3.7476 1.3172 -0.6161 2.6 1.2 0.1
C 5.0413 1.8336 -0.4220 0.0 -1.6 -0.2
C 5.2714 3.2070 -0.3674 -2.0 2.2 -0.2
Br 7.0052 3.9400 -0.4515 0.3 -0.1 0.2
C 4.1937 4.0914 -0.4088 0.7 -0.4 0.1
C 2.8562 3.6111 -0.5448 1.4 -0.6 -0.1
C 2.5980 2.2349 -0.7980 0.2 -1.5 0.8
O 1.4586 1.7731 -1.0336 -0.1 0.1 -0.5
C 1.7984 4.5109 -0.6418 -0.5 0.9 -0.6
N 0.5718 4.2786 -1.1463 -2.0 -0.4 -0.6
C -0.1577 5.4957 -1.2273 1.5 -0.4 -0.2
C -1.4131 5.8312 -1.6707 -0.2 0.6 0.0
C -1.7898 7.1703 -1.5267 0.7 -0.8 0.1
C -0.9428 8.1410 -0.9962 0.4 -0.2 0.0
C 0.3923 7.7982 -0.6249 -1.8 0.8 -0.5
C 0.7542 6.4808 -0.7975 -2.0 0.6 0.5
N 1.8848 5.8635 -0.4043 1.8 -0.7 0.5
H 5.3728 -0.6913 0.2270 0.7 0.8 1.4
H 5.2931 -0.9431 -1.5113 -0.3 0.4 0.5
H 4.3554 -1.8972 -0.4294 -0.7 -0.4 0.2
H 5.9681 1.1889 -0.3567 -1.5 0.7 -0.1
H 4.3367 5.1791 -0.4235 0.3 -0.6 0.1
H 0.1580 3.3497 -1.4697 1.6 1.3 1.0
H -2.1258 5.1768 -2.1491 0.2 -0.4 0.2
H -2.7848 7.3639 -1.8523 -0.5 0.7 -0.1
H -1.3880 9.1419 -0.9162 0.7 -0.3 0.2
H 1.0580 8.5440 -0.2126 0.1 -0.1 0.0
H 2.6649 6.3789 0.0264 -0.6 -0.9 -0.4
C -1.1901 -0.0968 0.0265 0.3 -0.9 1.1
Si -1.8787 0.2588 1.7078 -0.5 -0.1 -0.8
C -1.1853 -0.2535 3.4425 -0.9 -0.4 -1.4
N 0.2204 -0.4018 3.3292 1.6 0.3 1.1
C 0.9009 -1.4182 2.6021 -0.2 -0.3 -1.7
C 2.3162 -1.6972 3.1238 0.0 -1.7 0.0
C 3.2188 -0.4718 3.1829 0.9 1.4 0.4
C 2.3311 0.7948 2.9039 -0.1 0.1 0.1
C 1.0559 0.6798 3.7755 0.3 0.1 0.4
C -2.2197 2.1237 1.8424 0.0 0.7 -0.6
C -2.7217 2.8247 0.7369 -0.1 -0.9 0.4
C -3.0963 4.1472 0.7783 0.0 0.6 -0.8
C -2.8090 4.9232 1.8938 -0.2 0.0 1.4
C -2.2438 4.2836 3.0304 -0.2 -0.4 -1.8
C -1.9985 2.9083 2.9618 0.5 0.0 0.7
C -3.5319 -0.6395 1.8226 0.7 0.3 -0.1
C -3.4813 -2.0034 1.6089 -1.4 -1.5 0.3
C -4.6208 -2.8188 1.8974 0.6 1.0 -0.5
C -5.8114 -2.1889 2.2837 -0.2 -0.2 -0.2
C -5.8797 -0.7897 2.4083 1.5 -1.5 -0.3
C -4.7085 -0.0513 2.2183 -1.6 -0.3 0.3
H -1.3022 0.7424 -0.6182 -0.3 0.9 -0.5
H -1.6170 -0.9867 -0.4699 -0.2 0.3 0.4
H -1.6832 -1.1786 3.8044 0.2 0.3 -0.1
H -1.4548 0.5511 4.1451 0.3 -0.5 0.0
H 0.9286 -1.1606 1.4954 0.3 -0.2 0.9
H 0.3377 -2.3556 2.5896 -0.2 -0.1 0.3
H 2.7744 -2.4718 2.4765 -0.3 0.4 0.0
H 2.2304 -2.2589 4.0870 0.1 0.8 -0.3
H 4.1243 -0.4980 2.4966 -1.2 -0.2 0.5
H 3.6946 -0.3755 4.2137 -0.7 0.0 -1.1
H 2.0169 0.9269 1.8380 0.3 -0.5 0.6
H 2.8436 1.7360 3.1359 0.1 -0.2 0.2
H 0.4668 1.6274 3.7359 0.6 -0.5 0.2
H 1.3694 0.4330 4.8313 -0.1 0.9 -0.5
H -2.8567 2.2641 -0.1618 -0.3 -0.2 -0.6
H -3.5765 4.5434 -0.1366 0.3 0.1 0.8
H -3.1043 5.9842 1.9459 0.3 -0.6 -0.1
H -1.9132 4.7991 3.9068 -0.2 0.5 0.3
H -1.5384 2.4095 3.8125 -0.2 0.4 0.1
H -2.5781 -2.4451 1.1757 -0.2 0.0 0.3
H -4.6148 -3.9029 1.7072 0.1 0.5 0.3
H -6.7190 -2.8041 2.4090 0.5 0.4 0.1
H -6.8095 -0.3594 2.6578 -0.8 0.7 0.3
H -4.7697 1.0059 2.3667 0.1 0.6 0.1
C -1.1467 -5.7066 -4.9864 0.2 0.1 -0.5
O -0.7078 -5.1941 -3.7128 -0.6 -0.3 -0.3
C -1.6985 -4.7587 -2.8380 1.7 0.1 -0.9
C -2.6878 -3.8512 -3.2226 -0.3 -0.2 0.4
C -3.6366 -3.4581 -2.2920 -0.4 -0.4 0.1
C -3.6118 -3.9926 -0.9784 -1.2 0.2 -1.4
C -2.5608 -4.7826 -0.6065 1.0 -0.1 0.2
C -1.5190 -5.1024 -1.5054 -0.8 1.1 0.6
N -0.3461 -5.7006 -0.9772 0.2 -0.8 0.0
C 0.9334 -5.6022 -1.3465 -0.4 1.5 -0.9
C 1.6674 -4.6767 -2.1796 -0.3 -0.2 0.7
C 2.7296 -5.2954 -2.8983 -0.1 0.6 -0.1
C 3.5812 -4.5465 -3.6582 0.3 -0.7 -0.8
C 3.4182 -3.1590 -3.7009 -0.4 1.2 0.2
C 2.4319 -2.4790 -2.9920 1.3 -0.1 -1.3
C 1.5458 -3.1981 -2.1690 -1.8 -1.0 1.9
O 0.7339 -2.6435 -1.3350 1.0 -2.1 -1.8
H -0.2705 -6.1179 -5.5357 -0.3 0.8 0.6
H -1.6363 -4.9177 -5.6039 0.4 -0.6 0.4
H -1.8016 -6.5826 -4.8992 -0.3 0.4 0.4
H -2.7234 -3.4569 -4.2340 0.1 -0.2 0.1
H -4.4602 -2.8112 -2.6348 0.5 -0.3 0.4
H -4.5105 -3.8607 -0.3657 0.8 0.2 -0.1
H -2.4557 -5.1119 0.4235 -0.1 0.0 0.0
H -0.5666 -6.4154 -0.2651 0.5 0.6 -0.6
H 1.5512 -6.3672 -0.9381 0.2 -0.8 0.3
H 2.7816 -6.3665 -2.9541 0.1 -0.4 0.2
H 4.3048 -4.9965 -4.3669 -0.4 0.1 0.8
H 4.1335 -2.6302 -4.3374 -0.4 0.2 0.2
H 2.3085 -1.3938 -3.0977 0.1 -0.4 0.3
```
Positions in Å, forces in eV/Å.

Computed properties:
Frontier orbital gap (alpha / beta) (eV): 4.5 / 4.5
Maximum force (eV/A): 2.981
Total charge: 0
Relative energy (zero: lowest compared OMol25 entry of this formula, charge and spin) (eV): 3.488

---

no.,E_tot (a.u.)
1,-5481.82314
2,-3405.90742
3,-5350.06592